{"formula": "C22H24B2F15HfN4O6S2", "method": "ωB97M-V/def2-TZVPD", "charge": 1, "gap_ev": 4.1, "total_energy_ha": -3915.49513, "species": ["C", "N", "C", "C", "C", "C", "C", "C", "C", "C", "N", "C", "C", "C", "H", "H", "H", "H", "H", "H", "H", "H", "H", "H", "H", "H", "H", "H", "Hf", "C", "F", "F", "F", "S", "O", "O", "O", "C", "F", "F", "F", "S", "O", "O", "O", "B", "F", "F", "F", "F", "B", "F", "F", "F", "F", "F", "N", "C", "C", "C", "C", "H", "H", "H", "H", "H", "N", "C", "C", "C", "C", "H", "H", "H", "H", "H"], "positions_angstrom": [[4.9136, 1.3103, -0.6774], [3.8260, 0.4594, -1.2359], [4.2320, -0.8122, -1.5651], [3.2318, -1.7003, -1.9497], [1.8780, -1.4216, -1.7647], [1.5715, -0.1496, -1.2942], [2.5356, 0.8006, -1.0856], [0.8857, -2.5143, -1.9526], [-0.4289, -2.2061, -2.1508], [-1.4124, -3.1622, -2.2332], [-1.0565, -4.4607, -2.1823], [0.1820, -4.8388, -1.8005], [1.1935, -3.8864, -1.6836], [-2.0922, -5.4925, -2.4990], [5.2192, 0.9519, 0.3037], [4.6628, 2.3664, -0.5824], [5.7672, 1.3322, -1.3536], [5.2629, -1.0858, -1.4068], [3.6485, -2.6176, -2.3447], [0.5320, 0.0806, -1.1182], [2.3782, 1.7540, -0.5993], [-0.7105, -1.1762, -2.3372], [-2.4349, -2.9319, -2.4937], [0.3943, -5.8936, -1.7150], [2.2117, -4.2392, -1.6232], [-2.4766, -5.2507, -3.4864], [-2.8882, -5.4086, -1.7610], [-1.5893, -6.4523, -2.4336], [-3.7574, 0.9507, 0.7536], [-3.0980, 3.2139, -3.2976], [-3.6714, 4.0004, -2.4022], [-3.7410, 3.4575, -4.4361], [-1.7920, 3.4367, -3.4337], [-3.4695, 1.4053, -2.8851], [-4.7424, 1.2062, -3.5206], [-2.4210, 0.5701, -3.4039], [-3.4938, 1.3755, -1.4168], [-4.9457, 4.5965, 3.4481], [-4.9759, 5.1868, 2.2641], [-4.9867, 5.4802, 4.4087], [-6.0171, 3.7743, 3.5302], [-3.3412, 3.5417, 3.5015], [-3.1533, 3.1016, 4.8687], [-3.5038, 2.4633, 2.5125], [-2.4050, 4.5479, 3.0389], [-0.7975, 1.8603, 0.3465], [-0.0601, 2.2105, -0.7487], [-1.1052, 0.5317, 0.2838], [-0.0814, 2.0886, 1.5070], [-2.0441, 2.4528, 0.4195], [-3.4671, -2.1513, 0.1557], [-4.0881, -2.9835, -0.7907], [-2.9769, -0.9628, -0.4478], [-4.2994, -1.7305, 1.1842], [-2.4601, -2.8496, 0.7637], [-2.7923, -0.0757, 2.5196], [2.5618, 2.2724, 1.8099], [2.9844, 3.5591, 1.4806], [4.2583, 3.7186, 1.9918], [4.7070, 2.4820, 2.4697], [3.6414, 1.6388, 2.3894], [1.6325, 1.8955, 1.6512], [2.2798, 4.3253, 1.1984], [4.7316, 4.6859, 2.0600], [5.6160, 2.2779, 3.0129], [3.4623, 0.6171, 2.6874], [0.1740, -1.7034, 1.7499], [0.5519, -2.8601, 1.2270], [1.8695, -3.0651, 1.3601], [2.3418, -1.9240, 2.0835], [1.2897, -1.0775, 2.2374], [-0.7808, -1.4087, 1.8255], [-0.0968, -3.5742, 0.7425], [2.4188, -3.9731, 1.1668], [3.3346, -1.8547, 2.5018], [1.2729, -0.0858, 2.6571]]}